No. 1
Below is a 2-piece molecular cluster, C4H8NO3 overall, with properties calculated with ωB97M-V with the def2-TZVPD basis set.

CARTESIAN COORDINATES (ANGSTROEM)
C 0.111 0.874 1.403
C -1.330 0.541 1.515
O -2.100 0.953 2.422
N -1.750 -0.366 0.554
H -2.610 -0.579 0.336
H -0.923 -0.708 -0.184
H 0.337 1.893 0.980
H 0.727 0.184 0.944
H 0.419 1.154 2.405
C 2.130 0.314 -2.038
C 1.104 -0.646 -1.363
O -0.062 -0.247 -1.483
O 1.554 -1.671 -0.823
H 2.922 -0.281 -2.392
H 2.473 1.119 -1.228
H 1.668 1.006 -2.766

Results
**Highest occupied orbital energy (alpha / beta)**: -10.033 / -9.827 eV
**Multiplicity**: 2
**LUMO level (alpha / beta)**: 0.0195 / -0.1673 hartree
**Gap between HOMO and LUMO (alpha / beta)**: 0.388 / 0.194 hartree
**ΔE to the lowest compared entry with this formula, charge and spin**: 171.96 kJ/mol

Here are the natural (NBO) charges for atoms 1 to 5, given in e: number 1, C, carries -0.732; number 2, C, carries 0.663; number 3, O, carries -0.598; number 4, N, carries -0.753; number 5, H, carries 0.385



No. 2
Below is an isolated ion of composition C4H8NO3 and charge +1, with properties calculated with ωB97M-V with the def2-TZVPD basis set.

CARTESIAN COORDINATES (ANGSTROEM)
N 1.178 0.393 -0.970
C 0.459 -0.695 -0.196
C -0.041 -1.662 -1.286
O 0.225 -1.464 -2.437
C -0.803 -0.132 0.458
C -0.545 1.092 1.308
O 0.118 2.010 0.895
O -0.977 0.971 2.568
H 2.070 0.052 -1.319
H 0.584 0.690 -1.749
H 1.277 1.207 -0.347
H 1.214 -1.031 0.504
H -0.726 -2.459 -0.957
H -1.307 -0.945 0.961
H -1.537 0.099 -0.312
H -1.189 1.873 2.876

Results
**Highest occupied orbital energy**: -15.258 eV
**SMILES**: [NH3+][C@H](C=O)CC(=O)O
**LUMO level**: -0.1371 hartree
**Gap between HOMO and LUMO**: 0.424 hartree
**Charge**: +1
**ΔE to the lowest compared entry with this formula, charge and spin**: 5.87 kJ/mol

Here are the natural (NBO) charges for atoms 1 to 5, given in e: number 1, N, carries -0.683; number 2, C, carries -0.140; number 3, C, carries 0.422; number 4, O, carries -0.473; number 5, C, carries -0.551



No. 3
Below is a 2-piece molecular cluster, C4H8NOP overall, with properties calculated with ωB97M-V with the def2-TZVPD basis set.

CARTESIAN COORDINATES (ANGSTROEM)
C 0.078 1.538 -0.012
C -1.160 1.267 0.446
C 1.046 0.509 0.006
C 0.704 -0.527 1.069
N 0.209 -1.216 -1.885
O -2.215 -1.173 1.621
P -1.151 -0.429 0.875
H 0.515 2.396 -0.378
H -2.125 1.831 0.563
H 0.693 -0.250 -0.916
H 2.050 0.733 -0.005
H 0.937 -1.572 0.802
H 0.986 -0.094 2.126
H -0.460 -0.781 -2.585
H -0.107 -2.233 -1.727

Results
**Highest occupied orbital energy (alpha / beta)**: -8.395 / -8.385 eV
**LUMO level (alpha / beta)**: -0.0430 / -0.0431 hartree
**Gap between HOMO and LUMO (alpha / beta)**: 0.266 / 0.265 hartree
**ΔE to the lowest compared entry with this formula, charge and spin**: 412.79 kJ/mol

Here are the natural (NBO) charges for atoms 1 to 5, given in e: number 1, C, carries -0.049; number 2, C, carries -0.726; number 3, C, carries -0.539; number 4, C, carries -0.726; number 5, N, carries -1.146



No. 4
Below is an isolated ion of composition C4H8NOS and charge -1, with properties calculated with ωB97M-V with the def2-TZVPD basis set.

CARTESIAN COORDINATES (ANGSTROEM)
C 1.118 -0.616 1.159
C 0.223 0.251 0.266
C 0.688 0.388 -1.177
S 2.498 0.930 -1.103
N -1.230 -0.111 0.363
C -2.191 0.238 -0.599
O -3.081 -0.564 -0.820
H 1.051 -0.449 2.270
H 0.934 -1.718 1.057
H 2.202 -0.442 1.047
H 0.471 1.267 0.782
H 0.096 1.220 -1.619
H 0.746 -0.702 -1.556
H -1.477 -0.870 1.060
H -2.047 1.178 -1.130

Results
**Highest occupied orbital energy**: -2.647 eV
**SMILES**: C[C@@H](C[S-])NC=O
**LUMO level**: 0.1387 hartree
**Gap between HOMO and LUMO**: 0.236 hartree
**Charge**: -1
**ΔE to the lowest compared entry with this formula, charge and spin**: 139.11 kJ/mol

Here are the natural (NBO) charges for atoms 1 to 5, given in e: number 1, C, carries -0.642; number 2, C, carries -0.078; number 3, C, carries -0.545; number 4, S, carries -0.733; number 5, N, carries -0.657